Record 1
Entry from the OMol25 dataset: a structure of composition C32H24AgAsN9Te (the ωB97M-V functional and the def2-TZVPD basis).

```
68
C32H24AgAsN9Te | the OMol25 dataset | the ωB97M-V functional and the def2-TZVPD basis
Ag 0.504 0.059 -0.549
N 3.498 -1.531 0.364
C 3.571 -0.697 -0.747
N 4.724 -0.431 -1.345
N 4.390 0.366 -2.376
N 3.114 0.562 -2.397
N 2.550 -0.119 -1.372
C 2.580 -1.404 1.404
N 2.884 -1.742 2.649
N 1.756 -1.505 3.342
N 0.835 -1.051 2.558
N 1.322 -0.989 1.298
H 4.414 -1.783 0.702
C -6.955 -1.265 0.586
C -6.082 -2.093 -0.112
C -4.712 -1.932 0.024
C -4.197 -0.942 0.855
C -5.076 -0.118 1.548
C -6.452 -0.278 1.417
As -2.264 -0.636 1.108
C -1.746 -2.498 1.308
C -1.718 -3.212 2.494
C -1.274 -4.525 2.491
C -0.843 -5.113 1.307
C -0.855 -4.396 0.122
C -1.310 -3.082 0.117
C -1.347 -2.189 -1.058
C -1.026 -2.542 -2.362
C -1.096 -1.595 -3.377
C -1.472 -0.291 -3.100
C -1.801 0.079 -1.795
C -1.759 -0.871 -0.772
H -8.025 -1.394 0.480
H -6.471 -2.867 -0.762
H -4.038 -2.585 -0.520
H -4.683 0.656 2.198
H -7.126 0.369 1.964
H -2.007 -2.739 3.424
H -1.233 -5.084 3.417
H -0.475 -6.131 1.314
H -0.489 -4.854 -0.789
H -0.706 -3.551 -2.590
H -0.828 -1.874 -4.388
H -1.499 0.449 -3.890
H -2.124 1.092 -1.587
Te 0.373 2.664 0.691
C 0.859 3.927 -0.928
C 0.714 5.305 -0.790
C 1.025 6.148 -1.848
C 1.493 5.618 -3.043
C 1.645 4.246 -3.179
C 1.318 3.396 -2.129
C 2.340 2.271 1.349
C 3.434 2.378 0.504
C 4.685 1.980 0.958
C 4.833 1.465 2.237
C 3.730 1.350 3.072
C 2.481 1.761 2.634
H 0.367 5.720 0.148
H 0.911 7.219 -1.734
H 1.747 6.276 -3.865
H 2.027 3.820 -4.098
H 1.465 2.328 -2.254
H 3.325 2.724 -0.516
H 5.529 2.027 0.282
H 5.803 1.121 2.573
H 3.829 0.903 4.052
H 1.620 1.632 3.278
```

Calculated values
- electronic energy (a.u.) = -4377.4401
- Kohn-Sham gap (eV) = 6.900
- spin multiplicity = 1
- net charge = -1
- M (u) = 845.00


Record 2
Entry from the OMol25 dataset: a structure of composition C32H24BrN8O7Ta (the ωB97M-V functional and the def2-TZVPD basis).

```
73
C32H24BrN8O7Ta | the OMol25 dataset | the ωB97M-V functional and the def2-TZVPD basis
Ta 0.606 -0.249 -0.060
C -3.054 2.377 -5.879
C -2.550 1.824 -4.579
C -3.392 1.657 -3.485
C -2.911 1.176 -2.285
C -1.572 0.806 -2.137
N -1.075 0.313 -0.920
C -1.921 0.409 0.243
C -3.037 -0.426 0.392
C -3.933 -0.217 1.416
C -3.754 0.826 2.332
C -4.709 1.017 3.467
C -2.640 1.643 2.201
C -1.734 1.440 1.173
N -0.572 2.257 1.106
C -0.388 3.523 1.509
C 0.955 3.822 1.384
C 1.542 2.662 0.899
N 0.614 1.714 0.733
C -0.715 0.991 -3.226
C -1.208 1.508 -4.419
N 0.694 0.743 -3.129
C 1.563 0.847 -4.152
C 2.842 0.923 -3.649
C 2.678 0.833 -2.276
N 1.388 0.698 -1.947
H -4.140 2.432 -5.884
H -2.742 1.756 -6.719
H -2.667 3.382 -6.049
H -4.437 1.922 -3.568
H -3.587 1.083 -1.449
H -3.216 -1.192 -0.349
H -4.799 -0.860 1.511
H -5.723 0.748 3.177
H -4.707 2.045 3.824
H -4.421 0.375 4.302
H -2.447 2.403 2.945
H -1.222 4.114 1.848
H 1.438 4.755 1.613
H 2.573 2.454 0.662
H -0.543 1.706 -5.246
H 1.221 0.873 -5.170
H 3.759 1.023 -4.201
H 3.427 0.818 -1.501
O 3.802 -2.309 0.412
C 3.079 -1.520 0.940
O 2.562 -0.445 0.260
C 2.674 -1.534 2.369
C 3.603 -1.897 3.334
C 3.247 -1.780 4.664
C 2.022 -1.287 5.064
C 1.112 -0.926 4.085
C 1.397 -1.100 2.730
O 0.488 -0.896 1.758
N -0.149 -0.319 4.510
O -0.596 0.555 3.785
O -0.610 -0.654 5.569
N 4.229 -2.167 5.703
O 5.296 -2.575 5.307
O 3.930 -1.928 6.849
H 4.583 -2.256 3.053
H 1.782 -1.179 6.112
Br -1.127 -2.951 -0.050
C 0.358 -3.214 -1.150
C 0.618 -4.438 -1.723
C 1.774 -4.556 -2.479
C 2.609 -3.459 -2.602
C 2.267 -2.278 -1.983
N 1.131 -2.121 -1.275
H -0.057 -5.266 -1.569
H 2.027 -5.498 -2.947
H 3.536 -3.516 -3.153
H 2.928 -1.435 -2.027
```

Calculated values
- electronic energy (a.u.) = -4829.0482
- Kohn-Sham gap (eV) = 6.930
- spin multiplicity = 1
- net charge = +2
- M (u) = 893.45